(1)
Formula: C5H10F4O2P2S
Source: the OMol25 dataset
Level of theory: ωB97M-V with the def2-TZVPD basis set

Geometry as XYZ:
```
24
Properties=species:S:1:pos:R:3:forces:R:3
C -2.541 -0.018 0.516 -0.11 -0.02 0.10
C -2.170 0.529 -0.627 -0.01 -0.01 -0.14
C -0.777 0.935 -1.036 -0.20 0.29 0.05
P 0.586 0.136 -0.104 0.19 0.13 0.01
C 0.416 -1.607 -1.025 0.03 -0.18 -0.09
F -0.614 -1.686 -1.922 0.02 0.00 0.08
F 1.569 -1.786 -1.755 -0.08 0.02 -0.01
C 0.303 -2.837 -0.126 -0.06 0.03 -0.11
F 1.423 -2.932 0.636 0.05 0.00 -0.01
F -0.749 -2.690 0.719 -0.07 0.00 -0.06
P 1.069 2.029 1.103 -0.18 0.21 0.35
O 2.404 1.634 1.962 0.03 -0.39 -0.33
O 1.713 3.118 0.092 0.15 -0.19 -0.07
S -0.382 2.730 2.149 0.05 -0.03 -0.14
H -3.590 -0.227 0.696 0.12 -0.01 0.04
H -1.849 -0.259 1.317 -0.05 0.03 -0.07
H -2.934 0.762 -1.365 0.11 -0.03 0.02
H -0.626 0.734 -2.100 0.07 -0.11 0.13
H -0.672 2.018 -0.893 0.03 -0.12 -0.02
H 0.440 -0.515 1.142 -0.10 -0.03 -0.02
H 1.898 0.179 -0.642 -0.01 -0.04 -0.03
H 0.168 -3.751 -0.712 0.07 0.01 0.10
H 2.368 0.712 2.259 0.06 0.26 0.15
H 2.547 2.793 -0.283 -0.09 0.18 0.09
```
Forces are in eV/Å.

Its SMILES is C=CC[PH2](C(F)(F)C(F)F)P(O)(O)=S. The value obtained for the frontier orbital gap is 8.6 eV. Its HOMO energy is -0.3088 Eh. The multiplicity is 1.

---

(2)
Formula: C5H10F9N2OTc
Source: the OMol25 dataset
Level of theory: ωB97M-V with the def2-TZVPD basis set

Geometry as XYZ:
```
28
Properties=species:S:1:pos:R:3:forces:R:3
C -1.876 0.065 -2.399 -0.57 0.85 -0.44
Tc -0.018 0.094 -1.518 0.33 -0.21 0.79
N 2.064 0.052 -0.650 0.77 -0.05 -0.05
N 0.806 -0.654 -3.334 -0.01 -0.06 -0.89
H 2.237 -0.800 -0.126 0.11 -0.15 0.01
H 0.644 1.547 -1.612 -0.44 0.23 -0.43
H -2.526 0.738 -1.799 0.27 -0.43 -0.15
H -2.405 -0.891 -2.523 0.29 0.07 0.18
H -1.816 0.541 -3.404 0.01 -0.29 0.38
H 1.349 -1.508 -3.198 0.03 0.14 -0.04
H 1.425 0.043 -3.753 0.01 -0.17 -0.05
H 0.106 -0.878 -4.049 0.12 0.12 0.23
H 2.836 0.154 -1.306 0.01 0.00 0.08
H 2.177 0.806 0.036 -0.15 -0.16 -0.26
F 0.858 -1.931 1.318 0.13 0.81 0.71
C 0.765 -0.855 2.157 0.86 -0.78 0.46
F 0.615 -1.305 3.423 0.24 0.53 -1.59
F 1.966 -0.191 2.094 -0.99 -0.78 0.12
C -0.399 0.058 1.673 -0.12 0.29 -0.15
O -0.528 0.099 0.295 -0.54 -0.28 1.46
C -1.715 -0.516 2.290 -0.93 0.03 0.53
F -1.751 -0.334 3.642 -0.11 -0.16 -1.65
F -2.783 0.094 1.735 0.83 -0.59 0.53
F -1.797 -1.841 2.022 0.04 1.02 0.25
C -0.129 1.512 2.159 -0.07 1.04 0.45
F 0.281 1.568 3.452 -0.48 -0.05 -1.48
F 0.853 2.063 1.373 -0.76 -0.32 0.72
F -1.237 2.270 2.001 1.11 -0.64 0.26
```
Forces are in eV/Å.

For the energy relative to the best compared isomer or geometry (same formula, charge and spin), the calculation gives 0.00 kJ/mol. The charge is +1. The value obtained for the frontier orbital gap (alpha / beta) is 9.2 / 9.2 eV. Its HOMO energy (alpha / beta) is -0.4995 / -0.5323 Eh. The multiplicity is 4.

---

(3)
Formula: C5H10FN
Source: the OMol25 dataset
Level of theory: ωB97M-V with the def2-TZVPD basis set

Geometry as XYZ:
```
17
Properties=species:S:1:pos:R:3:forces:R:3
C 0.273 0.476 -0.267 -1.91 -0.68 -1.16
C 0.771 -0.921 -0.572 0.44 0.16 2.47
C -1.474 -1.032 0.267 2.01 0.78 -4.03
C 2.181 -1.227 -0.055 -0.26 2.43 2.14
C -2.088 1.410 -0.146 -0.34 -1.02 0.06
N -1.186 0.218 -0.333 -0.61 0.53 1.40
F -2.379 -1.719 -0.479 -0.14 -0.01 0.21
H 0.529 0.812 0.712 0.59 0.31 0.90
H 0.516 1.274 -1.001 0.15 -0.33 0.26
H 0.522 -1.214 -1.538 -0.48 -0.81 -1.52
H -1.506 -1.423 1.226 0.14 0.03 2.13
H 2.302 -0.496 0.855 -0.26 -1.78 -0.92
H 2.866 -0.663 -0.682 0.45 -0.50 -0.77
H 2.599 -2.215 0.237 -0.79 0.54 -0.60
H -1.715 2.102 0.678 -0.51 -0.70 -1.03
H -2.045 1.855 -1.160 -0.39 0.49 0.88
H -3.173 1.069 0.081 1.92 0.56 -0.40
```
Forces are in eV/Å.

For the energy relative to the best compared isomer or geometry (same formula, charge and spin), the calculation gives 428.53 kJ/mol. The value obtained for the frontier orbital gap (alpha / beta) is 8.4 / 8.7 eV. Its HOMO energy (alpha / beta) is -0.2825 / -0.2901 Eh. The multiplicity is 1.

---

(4)
Formula: C5H10FN2
Source: the OMol25 dataset
Level of theory: ωB97M-V with the def2-TZVPD basis set

Geometry as XYZ:
```
18
Properties=species:S:1:pos:R:3:forces:R:3
C -3.448 0.279 -0.207 0.52 1.09 -2.55
C 2.032 0.579 0.954 -3.93 -2.36 0.60
C 0.413 -1.275 0.353 2.18 -3.10 1.24
C 1.304 0.038 -1.490 -2.70 1.46 -2.00
C 1.222 -0.217 -0.101 1.54 0.88 2.42
N -2.211 0.266 -0.487 -2.12 -0.30 -1.06
N -2.835 0.344 0.980 -0.17 1.19 2.79
F -4.648 0.483 -0.741 1.97 -0.77 0.97
H 2.627 1.140 0.369 2.90 2.04 -1.11
H 1.222 1.286 1.304 0.66 -0.47 0.02
H 2.422 -0.013 1.849 -0.43 0.86 -1.56
H -0.400 -0.758 0.785 -1.77 0.45 0.53
H 0.957 -1.746 1.267 -1.13 0.49 -1.43
H 0.170 -2.032 -0.417 -0.35 0.64 0.57
H 2.176 -0.482 -1.790 1.28 -0.86 -0.63
H 0.400 -0.312 -2.066 1.02 -0.32 0.74
H 1.391 1.064 -1.853 0.63 0.21 0.63
H -2.794 1.356 1.289 -0.12 -1.15 -0.18
```
Forces are in eV/Å.

For the energy relative to the best compared isomer or geometry (same formula, charge and spin), the calculation gives 587.47 kJ/mol. The charge is +1. The value obtained for the frontier orbital gap is 7.7 eV. Its HOMO energy is -0.4949 Eh. The multiplicity is 1.

---

Ordered M results: 272.14; 383.13; 103.14; 117.15; unit Da.